[1]
Formula: C43H51BN3O5Pd
Source: the OMol25 dataset
Level of theory: wB97M-V/def2-TZVPD

Output
Max |F| in eV Å⁻¹: 3.47
Electronic energy in a.u.: -2362.460036
Orbital gap (alpha / beta) in eV: 5.6 / 5.6

```
! RIJCOSX wB97M-V def2-TZVPD def2/J DEFGRID3
* xyz -1 1
Pd 0.83 0.77 0.03
O 3.23 6.95 0.28
C 2.75 5.68 0.17
C 1.40 5.41 0.03
C 1.01 4.09 -0.11
N 1.87 3.07 -0.08
C 3.16 3.34 0.15
C 3.65 4.62 0.24
C 4.07 2.14 0.46
O 5.29 2.32 0.41
O 3.43 1.11 0.79
C -0.45 3.71 -0.23
O -1.27 4.56 0.14
O -0.68 2.55 -0.67
H 2.48 7.56 0.25
H 0.65 6.19 0.03
H 4.71 4.78 0.39
C 0.73 -2.87 3.24
C 1.15 -1.74 2.29
C 2.37 -1.02 2.84
C 1.32 -2.25 0.79
C 2.35 -3.31 0.86
C 2.08 -4.60 0.63
C 0.80 -4.97 0.14
C -0.23 -4.09 -0.07
C -1.46 -4.55 -0.83
C -1.08 -4.98 -2.25
C -2.20 -5.68 -0.11
C -0.02 -2.73 0.35
N -0.98 -1.83 0.42
B -0.82 -0.27 0.33
N -2.19 0.10 0.65
C -2.98 -1.00 0.92
C -2.31 -2.15 0.78
C -2.87 1.36 0.62
C -2.59 2.32 1.59
C -3.01 3.61 1.34
C -4.13 3.79 0.52
C -4.49 2.80 -0.36
C -3.80 1.59 -0.39
C -4.03 0.62 -1.53
C -3.62 1.26 -2.86
C -5.48 0.11 -1.59
C -1.81 1.99 2.85
C -2.68 2.21 4.09
C -0.50 2.76 2.96
H 0.39 -2.44 4.18
H 1.57 -3.54 3.46
H -0.08 -3.48 2.83
H 0.33 -1.02 2.24
H 3.25 -1.67 2.90
H 2.14 -0.69 3.86
H 2.64 -0.14 2.26
H 3.34 -2.98 1.15
H 2.85 -5.36 0.73
H 0.64 -6.01 -0.14
H -2.14 -3.71 -0.93
H -0.35 -5.80 -2.24
H -0.64 -4.15 -2.81
H -1.96 -5.33 -2.79
H -1.60 -6.59 -0.08
H -3.13 -5.91 -0.62
H -2.43 -5.41 0.93
H -4.00 -0.87 1.24
H -2.63 -3.15 1.02
H -2.94 4.29 2.18
H -4.62 4.76 0.49
H -5.30 2.98 -1.07
H -3.39 -0.25 -1.39
H -4.27 2.11 -3.10
H -3.69 0.54 -3.68
H -2.59 1.63 -2.80
H -6.17 0.94 -1.79
H -5.77 -0.35 -0.65
H -5.60 -0.62 -2.39
H -1.56 0.92 2.82
H -2.85 3.28 4.26
H -2.18 1.81 4.98
H -3.65 1.73 3.99
H -0.67 3.84 2.89
H 0.20 2.48 2.17
H -0.01 2.56 3.92
C 0.65 -1.17 -2.48
C 1.95 -1.30 -1.66
C 2.50 -2.69 -2.04
C 1.74 -1.05 -0.12
C 2.97 -0.25 -2.12
C 4.33 -0.43 -1.88
C 5.27 0.52 -2.25
C 4.86 1.69 -2.88
C 3.51 1.90 -3.11
C 2.58 0.94 -2.73
H -0.05 -1.96 -2.20
H 0.87 -1.28 -3.55
H 0.15 -0.22 -2.31
H 1.75 -3.46 -1.86
H 3.40 -2.97 -1.48
H 2.75 -2.70 -3.10
H 2.70 -0.72 0.28
H 4.68 -1.31 -1.35
H 6.31 0.36 -2.03
H 5.59 2.44 -3.16
H 3.17 2.82 -3.56
H 1.53 1.14 -2.90
*
```

***

[2]
Formula: C43H51F3IrN2O2
Source: the OMol25 dataset
Level of theory: wB97M-V/def2-TZVPD

Output
Max |F| in eV Å⁻¹: 0.89
Electronic energy in a.u.: -2332.427437
Energy above the lowest of the compared OMol25 structures with the same formula, charge and spin in eV: 2.941
Orbital gap (alpha / beta) in eV: 4.3 / 6.1

```
! RIJCOSX wB97M-V def2-TZVPD def2/J DEFGRID3
* xyz 2 2
Ir -0.03 -0.24 -0.07
C 1.30 1.50 2.76
C 2.78 1.29 2.47
C 3.26 -0.01 3.15
C 3.27 1.41 1.03
C 4.44 2.08 0.81
C 5.03 2.22 -0.45
C 4.42 1.62 -1.57
C 3.26 0.92 -1.51
C 2.75 0.26 -2.80
C 3.08 -1.24 -2.86
C 1.27 0.46 -3.13
C 2.51 0.90 -0.18
N 1.88 -0.42 0.13
C 2.63 -1.44 0.39
C 2.11 -2.71 0.72
C 3.04 -3.70 1.07
C 2.63 -4.96 1.44
C 1.25 -5.25 1.46
C 0.32 -4.31 1.10
C 0.72 -3.01 0.71
N -0.24 -2.10 0.32
C -1.55 -2.67 0.11
C -1.81 -3.26 -1.14
C -3.10 -3.73 -1.35
C -4.07 -3.63 -0.37
C -3.76 -3.11 0.88
C -2.48 -2.63 1.16
C -2.12 -2.18 2.57
C -2.53 -3.24 3.59
C -2.74 -0.83 2.92
C -0.75 -3.41 -2.22
C -0.51 -4.89 -2.52
C -1.12 -2.66 -3.50
H 1.15 1.46 3.84
H 0.66 0.73 2.32
H 0.95 2.48 2.41
H 3.31 2.10 2.98
H 2.61 -0.86 2.91
H 3.22 0.11 4.24
H 4.28 -0.26 2.88
H 4.94 2.53 1.67
H 5.95 2.76 -0.57
H 4.92 1.70 -2.53
H 3.35 0.75 -3.57
H 2.41 -1.83 -2.22
H 4.11 -1.44 -2.57
H 2.94 -1.60 -3.88
H 0.72 -0.10 -2.38
H 1.05 0.04 -4.11
H 0.97 1.51 -3.12
H 3.70 -1.27 0.35
H 4.09 -3.44 1.05
H 3.35 -5.71 1.72
H 0.92 -6.23 1.76
H -0.72 -4.58 1.12
H -3.35 -4.18 -2.31
H -5.07 -4.00 -0.56
H -4.51 -3.11 1.65
H -1.03 -2.09 2.62
H -3.61 -3.32 3.68
H -2.14 -2.97 4.58
H -2.14 -4.23 3.34
H -3.83 -0.88 2.83
H -2.38 -0.03 2.28
H -2.51 -0.57 3.95
H 0.19 -2.99 -1.85
H -1.40 -5.36 -2.93
H -0.23 -5.44 -1.62
H 0.29 -5.00 -3.25
H -2.08 -2.99 -3.90
H -0.37 -2.86 -4.27
H -1.15 -1.58 -3.38
F -2.22 8.47 -0.20
C -2.03 7.79 -1.33
F -1.37 8.57 -2.19
F -3.24 7.53 -1.87
C -1.28 6.49 -1.09
C -1.12 6.01 0.20
C -0.45 4.81 0.40
C 0.04 4.10 -0.70
C -0.12 4.61 -2.00
C -0.79 5.80 -2.19
C 0.73 2.88 -0.50
C 1.26 1.79 -0.35
H -1.50 6.57 1.04
H -0.31 4.42 1.40
H 0.27 4.06 -2.84
H -0.92 6.20 -3.18
O -1.94 -0.23 -1.17
H -2.01 -0.97 -1.79
H -2.68 -0.36 -0.55
C -3.15 2.84 -0.40
C -2.46 2.31 0.82
C -2.89 2.83 2.15
O -1.58 1.46 0.76
H -4.10 3.30 -0.16
H -3.27 2.05 -1.15
H -2.50 3.60 -0.83
H -3.17 3.88 2.09
H -2.12 2.67 2.90
H -3.79 2.28 2.45
*
```

***

[3]
Formula: C43H52As2Br2ClGe2HfO4
Source: the OMol25 dataset
Level of theory: wB97M-V/def2-TZVPD

Output
Max |F| in eV Å⁻¹: 1.77
Electronic energy in a.u.: -16251.024335
Energy above the lowest of the compared OMol25 structures with the same formula, charge and spin in eV: 0.000
Orbital gap in eV: 5.6

```
! RIJCOSX wB97M-V def2-TZVPD def2/J DEFGRID3
* xyz 3 1
Hf 0.25 -0.89 1.09
C 1.72 -3.38 -1.66
C 2.00 -2.03 -2.25
As 2.31 -0.55 -1.02
C 4.13 -0.74 -0.47
C 4.86 0.41 -0.16
C 6.20 0.30 0.10
C 6.77 -0.98 0.11
C 6.02 -2.12 -0.19
C 4.67 -2.00 -0.45
C 2.19 0.91 -2.20
C 3.14 0.83 -3.22
C 3.17 1.82 -4.18
C 2.24 2.84 -4.13
C 1.27 2.89 -3.12
C 1.25 1.94 -2.13
As 0.08 -3.30 -0.55
C -1.43 -3.89 -1.52
C -1.23 -5.05 -2.23
C -2.28 -5.62 -2.93
C -3.52 -4.98 -2.88
C -3.73 -3.83 -2.12
C -2.68 -3.28 -1.42
C 0.26 -4.53 0.91
C 1.46 -5.04 1.42
C 1.44 -5.86 2.53
C 0.24 -6.22 3.11
C -0.96 -5.73 2.62
C -0.93 -4.87 1.52
H 2.54 -3.78 -1.05
H 1.52 -4.10 -2.49
H 1.11 -1.74 -2.85
H 2.85 -2.05 -2.93
H 4.38 1.38 -0.31
H 6.84 1.16 0.29
H 7.82 -1.07 0.28
H 6.49 -3.10 -0.19
H 4.09 -2.86 -0.67
H 3.83 0.02 -3.22
H 3.88 1.79 -5.00
H 2.22 3.60 -4.89
H 0.51 3.65 -3.12
H 0.52 1.97 -1.35
H -0.26 -5.52 -2.20
H -2.15 -6.52 -3.49
H -4.34 -5.36 -3.45
H -4.70 -3.34 -2.09
H -2.84 -2.35 -0.90
H 2.42 -4.82 0.94
H 2.37 -6.30 2.87
H 0.24 -6.91 3.93
H -1.88 -6.05 3.04
H -1.86 -4.61 1.06
C 2.84 3.58 1.02
C 2.29 2.27 1.59
Ge 0.30 2.34 1.65
C -0.16 3.04 3.41
C -1.58 2.99 3.92
C -0.44 3.76 0.51
C -1.71 3.59 0.02
Ge -2.10 1.71 0.40
C -1.55 0.51 -1.09
C -1.62 0.76 -2.59
C -3.78 1.09 1.13
C -4.79 1.40 -0.05
C -2.62 4.64 -0.46
C -2.84 5.84 0.24
C -3.87 6.74 -0.11
C -4.77 6.47 -1.14
C -4.62 5.24 -1.77
C -3.58 4.35 -1.42
H 3.92 3.63 1.15
H 2.41 4.44 1.55
H 2.60 3.65 -0.05
H 2.50 2.20 2.66
H 2.75 1.42 1.10
H 0.07 4.11 3.34
H 0.57 2.66 4.13
H -2.27 3.30 3.14
H -1.74 3.70 4.74
H -1.89 2.03 4.27
H -0.01 4.77 0.57
H -2.13 -0.40 -0.86
H -0.46 0.33 -0.83
H -2.65 0.73 -2.93
H -1.12 -0.05 -3.08
H -1.20 1.71 -2.95
H -4.06 1.56 2.05
H -3.76 0.01 1.32
H -4.88 2.47 -0.29
H -5.78 1.02 0.14
H -4.39 0.95 -0.95
H -2.25 6.06 1.12
H -3.92 7.67 0.47
H -5.54 7.18 -1.42
H -5.28 4.96 -2.61
H -3.52 3.46 -2.02
Br 2.61 -1.35 2.30
C 2.30 -1.48 4.26
Br 1.28 0.00 4.80
H 3.28 -1.53 4.71
H 1.69 -2.36 4.36
O -2.62 -2.66 3.11
Cl -1.90 -1.48 2.83
O -0.36 -1.65 3.01
O -2.32 -0.34 3.52
O -1.86 -1.20 1.29
*
```

***

[4]
Formula: C43H52BClCsF4N9O3PS
Source: the OMol25 dataset
Level of theory: wB97M-V/def2-TZVPD

Output
Max |F| in eV Å⁻¹: 1.36
Electronic energy in a.u.: -4032.842181
Energy above the lowest of the compared OMol25 structures with the same formula, charge and spin in eV: 0.979
Orbital gap in eV: 7.7

```
! RIJCOSX wB97M-V def2-TZVPD def2/J DEFGRID3
* xyz -1 1
Cs -0.17 0.18 -1.18
C 0.49 3.38 1.12
N -0.36 3.67 2.24
C -0.12 4.82 3.07
C -1.23 4.69 4.09
N -1.46 3.25 4.15
C -2.72 2.88 4.79
C -1.03 2.67 2.94
N -1.12 1.50 2.47
C -1.81 0.43 3.15
C -3.25 0.23 2.65
N -3.26 -0.60 1.47
C -4.26 -0.74 0.70
N -5.54 -0.21 0.71
C -6.28 0.27 1.84
C -6.31 -0.70 -0.42
C -5.23 -1.25 -1.35
N -4.18 -1.58 -0.41
C -2.87 -1.87 -0.96
H 1.56 3.44 1.36
H 0.27 4.05 0.29
H 0.23 2.36 0.82
H -0.19 5.75 2.49
H 0.88 4.79 3.54
H -2.13 5.22 3.75
H -0.95 5.08 5.08
H -3.02 3.70 5.44
H -2.62 2.00 5.40
H -3.52 2.72 4.06
H -1.81 0.57 4.24
H -1.27 -0.50 2.95
H -3.67 1.22 2.46
H -3.83 -0.23 3.46
H -5.63 0.72 2.58
H -6.87 -0.53 2.32
H -6.99 1.03 1.50
H -6.88 0.11 -0.88
H -7.00 -1.49 -0.10
H -4.90 -0.49 -2.06
H -5.57 -2.13 -1.90
H -2.85 -2.88 -1.39
H -2.15 -1.84 -0.14
H -2.61 -1.17 -1.75
Cl 2.92 -0.04 0.31
C 4.15 1.17 0.51
C 5.11 0.94 1.48
C 6.14 1.84 1.66
C 6.21 2.96 0.85
C 5.26 3.18 -0.13
C 4.19 2.29 -0.33
P 2.83 2.65 -1.51
C 3.41 4.25 -2.19
C 4.23 4.36 -3.31
C 4.64 5.61 -3.75
C 4.22 6.76 -3.09
C 3.40 6.65 -1.98
C 2.99 5.40 -1.54
C 3.11 1.50 -2.90
C 2.17 1.55 -3.94
C 2.29 0.71 -5.03
C 3.32 -0.22 -5.08
C 4.24 -0.29 -4.04
C 4.14 0.57 -2.96
H 5.03 0.05 2.09
H 6.88 1.67 2.43
H 7.02 3.68 0.98
H 5.33 4.06 -0.75
H 4.56 3.47 -3.83
H 5.28 5.69 -4.62
H 4.54 7.74 -3.44
H 3.06 7.54 -1.46
H 2.33 5.32 -0.68
H 1.34 2.25 -3.88
H 1.54 0.75 -5.81
H 3.39 -0.91 -5.91
H 5.02 -1.04 -4.05
H 4.84 0.48 -2.14
F -3.76 2.71 -3.38
B -3.25 2.04 -2.25
F -2.65 0.82 -2.67
F -4.29 1.75 -1.35
F -2.28 2.84 -1.61
N -0.18 -2.44 1.46
C -0.95 -3.24 1.78
N -1.82 -4.16 2.18
C -1.31 -5.51 2.45
C -2.38 -6.55 2.15
C -3.01 -6.30 0.77
C -3.60 -4.87 0.65
C -3.23 -4.01 1.86
H -0.98 -5.59 3.50
H -0.44 -5.69 1.82
H -3.15 -6.53 2.92
H -1.93 -7.54 2.18
H -3.78 -7.04 0.59
H -2.24 -6.44 0.01
H -4.68 -4.90 0.55
H -3.20 -4.38 -0.24
H -3.81 -4.31 2.74
H -3.44 -2.96 1.70
O -0.07 -1.03 -3.64
C 0.82 -1.82 -3.34
N 1.51 -1.90 -2.19
S 2.52 -3.15 -2.16
O 2.07 -4.21 -1.28
O 3.89 -2.73 -2.02
C 2.24 -3.68 -3.85
C 2.80 -4.70 -4.59
C 2.35 -4.87 -5.89
C 1.35 -4.05 -6.41
C 0.79 -3.03 -5.64
C 1.25 -2.86 -4.35
H 3.58 -5.33 -4.17
H 2.77 -5.65 -6.51
H 1.01 -4.21 -7.42
H 0.01 -2.38 -6.02
*
```